C19H20N2OS5 in the gas phase in a non-equilibrium geometry, computed with wB97M-V/def2-TZVPD.

```
47
Properties=species:S:1:pos:R:3
O 0.945 -2.476 2.093
C -1.192 2.024 3.360
C 2.692 -0.168 1.940
H -2.413 -0.558 -5.056
H 0.258 2.257 5.040
S 1.154 4.168 0.254
C 0.258 -1.895 1.272
H 3.314 -1.466 -0.547
C -0.523 -1.780 -1.631
S 2.347 2.689 1.103
N -1.203 0.696 2.755
H -2.649 -2.464 -4.031
H -0.734 -0.635 -5.422
H -0.872 -2.774 -4.538
C 1.990 -0.167 0.500
C 0.092 3.043 -0.542
H -1.575 -3.415 -3.045
C -1.408 -0.082 -4.839
H 3.850 0.134 -0.542
H -1.629 -2.877 1.226
N 0.831 -1.016 0.313
H 3.280 -1.097 2.121
H 1.880 0.013 2.690
C 0.495 1.581 -0.511
S -1.305 3.599 -1.150
H 2.554 -0.274 -1.574
C 0.013 -0.760 -0.860
S -1.204 0.379 5.377
H -0.610 2.655 2.807
C -0.794 2.057 4.819
C -1.141 -1.478 -2.846
H -1.617 -1.047 1.249
C -0.081 0.502 -1.299
H -0.351 -2.760 -1.347
H -1.451 0.962 -5.266
C -0.474 0.786 -2.630
C 2.979 -0.504 -0.553
C -1.588 -2.600 -3.689
C 1.524 1.266 0.283
H 3.434 0.637 1.954
C -1.182 -1.958 1.702
S -1.734 -1.835 3.431
H -1.434 2.884 5.250
C -1.248 -0.238 3.691
C -0.987 -0.263 -3.415
H -0.360 1.736 -3.130
H -2.133 2.518 3.232
```

Its HOMO-LUMO gap is 7.563 eV. For the LUMO energy, the calculation gives -0.46 eV. As for the spin multiplicity: 1. As for the total energy: -79229.53739 eV. As for the SMILES: Cc1cc2c(cc1C)N(C(=O)CSC1=NCCS1)C(C)(C)c1ssc(=S)c1-2.